Run A
Molecular formula: C16H22N4O2S
Method: DFT, ωB97M-V/def2-TZVPD

Last column: natural (NBO) charge in e.
Atoms and positions in Å:
1 C 0.83470 -1.85946 -3.05072  -0.62
2 C 0.78715 -0.54046 -2.28942  -0.38
3 C 0.27199 -0.67639 -0.83935  -0.26
4 C -1.15961 -1.20972 -0.78521  -0.59
5 C 1.15438 -1.58488 -0.08069  0.34
6 N 1.83873 -2.26528 0.54314  -0.38
7 C 0.34764 0.68277 -0.08921  0.71
8 O -0.62474 1.15255 0.46850  -0.62
9 N 1.56854 1.25525 -0.07862  -0.62
10 C 1.90632 2.25847 0.92354  -0.27
11 C 1.94880 1.62100 2.28952  -0.17
12 C 3.01198 1.06935 2.86140  -0.19
13 C 4.40675 1.03000 2.29925  -0.27
14 N 4.77114 -0.26796 1.73310  -0.59
15 C 4.60944 -0.54756 0.42094  0.71
16 O 4.32101 0.31109 -0.40378  -0.67
17 C 4.95650 -1.97041 0.02478  -0.53
18 C 4.60263 -2.33959 -1.38091  -0.20
19 C 4.30496 -3.59564 -1.82504  -0.31
20 C 4.10818 -3.61470 -3.23229  0.19
21 C 3.71760 -4.82528 -4.02158  -0.64
22 N 4.25184 -2.45544 -3.82970  -0.63
23 S 4.60618 -1.28869 -2.72742  0.68
24 H 1.33545 -1.72110 -4.00813  0.23
25 H 1.40398 -2.60712 -2.49312  0.21
26 H -0.16304 -2.25507 -3.24113  0.21
27 H 1.78552 -0.10245 -2.28053  0.22
28 H 0.13175 0.17599 -2.79088  0.22
29 H -1.51921 -1.23613 0.24025  0.24
30 H -1.80782 -0.54300 -1.35239  0.23
31 H -1.20958 -2.21052 -1.20966  0.22
32 H 2.36296 0.75130 -0.45229  0.43
33 H 2.86819 2.67855 0.63747  0.21
34 H 1.16550 3.05539 0.89947  0.23
35 H 0.99203 1.54453 2.79420  0.22
36 H 2.88103 0.58096 3.82279  0.20
37 H 4.54612 1.76326 1.50912  0.23
38 H 5.12981 1.25764 3.08393  0.21
39 H 4.86681 -1.04554 2.36562  0.40
40 H 6.03803 -2.07292 0.16144  0.25
41 H 4.46967 -2.66672 0.70776  0.26
42 H 4.22312 -4.45955 -1.18034  0.23
43 H 2.69630 -5.12503 -3.77571  0.22
44 H 3.76582 -4.60820 -5.08598  0.23
45 H 4.37292 -5.66749 -3.79754  0.22

Summary:
**Total charge**: 0
**E_LUMO**: 0.0225 Eh
**Orbital gap**: 9.6702 eV
**HOMO energy**: -9.1 eV

=====

Run B
Molecular formula: C16H22N4O2S
Method: DFT, ωB97M-V/def2-TZVPD

Last column: natural (NBO) charge in e.
Atoms and positions in Å:
1 C 1.56493 -3.38396 -0.51086  -0.62
2 C 0.49222 -2.55236 0.17612  -0.37
3 C 0.94732 -1.90733 1.51010  -0.26
4 C 1.42992 -2.94794 2.52282  -0.59
5 C 2.03133 -0.95010 1.23881  0.32
6 N 2.86994 -0.19269 1.03142  -0.35
7 C -0.27875 -1.16507 2.08245  0.71
8 O -1.00799 -1.70181 2.89109  -0.61
9 N -0.50501 0.07349 1.58609  -0.62
10 C -1.69739 0.82001 1.95373  -0.27
11 C -1.41741 2.29123 1.89307  -0.17
12 C -2.10555 3.20023 1.21067  -0.22
13 C -3.34753 2.95725 0.39576  -0.27
14 N -3.21581 3.02974 -1.07814  -0.66
15 C -2.38985 2.01824 -1.67477  0.72
16 O -2.87762 1.15031 -2.34556  -0.51
17 C -0.88692 2.21044 -1.62130  -0.57
18 C -0.05932 1.03648 -2.04511  -0.21
19 C 1.28376 0.89950 -1.83431  -0.33
20 C 1.78270 -0.29337 -2.42980  0.20
21 C 3.22173 -0.70278 -2.42864  -0.66
22 N 0.87803 -1.02752 -3.03299  -0.63
23 S -0.60459 -0.32230 -2.93247  0.69
24 H 1.22677 -3.67065 -1.50583  0.24
25 H 2.48813 -2.81402 -0.63132  0.21
26 H 1.79378 -4.29214 0.04671  0.21
27 H 0.15590 -1.75970 -0.49634  0.22
28 H -0.38066 -3.16652 0.40914  0.22
29 H 1.66515 -2.47762 3.47605  0.23
30 H 0.63717 -3.67443 2.68784  0.24
31 H 2.31934 -3.45348 2.15206  0.22
32 H 0.09120 0.42785 0.85276  0.41
33 H -2.53631 0.53358 1.31663  0.20
34 H -1.95478 0.51910 2.97048  0.25
35 H -0.54616 2.61167 2.45757  0.21
36 H -1.75989 4.23053 1.24539  0.21
37 H -3.79108 1.99057 0.62850  0.21
38 H -4.09608 3.70276 0.66679  0.22
39 H -2.80463 3.93282 -1.30616  0.36
40 H -0.69097 3.05464 -2.29593  0.25
41 H -0.58443 2.55186 -0.63245  0.25
42 H 1.89690 1.60915 -1.29557  0.23
43 H 3.63939 -0.64973 -1.42314  0.24
44 H 3.32003 -1.71408 -2.81712  0.23
45 H 3.80310 -0.03186 -3.06424  0.23

Summary:
**Total charge**: 0
**E_LUMO**: 0.0137 Eh
**Orbital gap**: 9.6584 eV
**HOMO energy**: -9.3 eV

=====

Least stable = run B

=====

Run A
Molecular formula: C9H13N2O
Method: DFT, ωB97M-V/def2-TZVPD

Last column: Mulliken spin population.
Atoms and positions in Å:
1 C -1.40670 0.96592 0.64637  0.82
2 C -2.00058 -1.24463 0.29580  0.41
3 C 0.22411 -0.56521 0.03335  0.51
4 C -1.76143 2.36289 0.36196  0.02
5 C 1.55473 -1.09383 -0.36120  -0.01
6 C -0.43370 3.03329 -0.07136  0.04
7 C 1.42564 -2.58626 -0.00682  0.02
8 C -0.08627 -2.85471 0.04888  0.00
9 C 0.59226 1.88900 -0.15893  0.03
10 N -0.67688 -1.52753 0.21194  0.10
11 N -0.19150 0.70574 0.19015  -0.08
12 O -2.72509 -1.96518 1.10717  0.05
13 H -2.51666 2.38808 -0.42815  0.05
14 H -2.21281 2.83294 1.23628  0.02
15 H 1.71721 -0.94447 -1.43390  0.04
16 H 2.37369 -0.60864 0.16855  0.01
17 H -0.54271 3.53652 -1.02869  0.00
18 H -0.12774 3.77321 0.66480  0.00
19 H 1.91801 -3.22579 -0.73491  0.00
20 H 1.87514 -2.77597 0.96743  0.00
21 H -0.46363 -3.29884 -0.87628  0.00
22 H -0.37726 -3.49310 0.88452  0.01
23 H 1.00221 1.76642 -1.16276  0.00
24 H 1.41873 2.00858 0.54553  0.00
25 H -3.67125 -1.76814 1.03276  -0.01

Summary:
**Multiplicity**: 3
**Total charge**: +1
**E_LUMO (spin up / spin down)**: -0.1293 / -0.1919 Eh
**Orbital gap (spin up / spin down)**: 6.7311 / 8.2236 eV
**Expectation value of S²**: 2.050
**HOMO energy (spin up / spin down)**: -10.3 / -13.4 eV

=====

Run B
Molecular formula: C9H13N2O
Method: DFT, ωB97M-V/def2-TZVPD

Last column: Mulliken spin population.
Atoms and positions in Å:
1 C -1.72673 0.84993 0.80078  0.04
2 C 1.01763 -1.79055 0.11263  1.34
3 C 0.37396 0.44236 -0.21564  0.31
4 C -3.07306 0.24924 0.64712  0.00
5 C 0.87003 1.77576 0.06156  -0.02
6 C -2.94322 -0.80422 -0.54539  0.02
7 C 2.39435 1.72923 -0.14776  0.01
8 C 2.66353 0.24416 -0.14763  0.02
9 C -1.50109 -1.11178 -0.41762  0.02
10 N 1.36942 -0.47148 -0.21456  -0.03
11 N -0.95956 0.09521 -0.03967  0.02
12 O 2.19269 -2.37010 0.43366  0.20
13 H -3.03950 -0.04205 1.75039  0.01
14 H -3.86698 0.98569 0.52029  0.00
15 H 0.32619 2.58925 -0.45916  0.01
16 H 0.71968 2.06054 1.07542  0.03
17 H -3.64342 -1.66766 -0.69995  0.00
18 H -3.00054 -0.12744 -1.44458  0.01
19 H 2.86395 2.15974 -1.04020  0.00
20 H 2.82334 2.20656 0.67902  0.00
21 H 3.22636 -0.05625 -1.01926  0.00
22 H 3.13407 -0.19809 0.70086  0.00
23 H -1.15601 -1.85425 0.40075  0.02
24 H -1.20629 -1.54944 -1.33462  0.00
25 H 2.14119 -3.34437 0.54354  -0.02

Summary:
**Multiplicity**: 3
**Total charge**: +1
**E_LUMO (spin up / spin down)**: -0.1483 / -0.2466 Eh
**Orbital gap (spin up / spin down)**: 7.6802 / 5.7712 eV
**Expectation value of S²**: 2.032
**HOMO energy (spin up / spin down)**: -11.7 / -12.5 eV

=====

Least stable = run B

=====

Run A
Molecular formula: CH3O4P
Method: DFT, ωB97M-V/def2-TZVPD

Last column: natural (NBO) charge in e.
Atoms and positions in Å:
1 C 2.42360 -0.36212 0.29871  0.68
2 O 3.05095 -0.25221 1.25428  -0.43
3 O -1.30696 -1.69683 -0.26268  -0.97
4 O -0.93524 0.74134 -0.19119  -0.99
5 O 0.85159 -0.95112 0.55943  -0.96
6 P -0.16779 -0.57216 -0.69742  1.52
7 H 2.34929 -0.32565 -0.82790  0.19
8 H -1.26198 -1.53390 0.74408  0.47
9 H -1.02419 0.65594 0.75713  0.48

Summary:
**Total charge**: 0
**E_LUMO**: 0.0118 Eh
**Orbital gap**: 10.3900 eV
**HOMO energy**: -10.1 eV
**SMILES**: O=COP(O)O

=====

Run B
Molecular formula: CH3O4P
Method: DFT, ωB97M-V/def2-TZVPD

Last column: natural (NBO) charge in e.
Atoms and positions in Å:
1 C 1.60842 0.47928 -0.06601  0.64
2 O 0.38807 0.96707 0.01113  -0.76
3 O -1.95732 0.42102 0.15249  -0.99
4 O 2.05769 -0.47280 0.53075  -0.60
5 O -0.34543 -1.31877 -0.35573  -0.99
6 P -0.59434 -0.18672 0.76194  1.57
7 H 2.31711 1.23050 -0.58754  0.13
8 H -1.77800 1.31567 -0.04892  0.50
9 H 0.54173 -1.54465 -0.30459  0.50

Summary:
**Total charge**: 0
**E_LUMO**: 0.0282 Eh
**Orbital gap**: 10.6735 eV
**HOMO energy**: -9.9 eV

=====

Least stable = run A